Density functional theory data (ωB97M-V/def2-TZVPD) for the molecule C18H22ClN5O4S.

Calculated values
LUMO: -0.24 eV
SMILES string: C[C@@H]1CN(C(=O)c2cc(Cl)c3ccncc3n2)C[C@@H]1NC(=O)[C@@H](C)NS(C)(=O)=O
Highest occupied orbital energy: -9.2 eV
Energy: -58022.827 eV
Orbital gap: 8.98 eV
ΔE to the lowest compared entry with this formula, charge and spin: 1.82 kcal per mole

XYZ file:
```
51
C18H22ClN5O4S ωB97M-V/def2-TZVPD
C 2.28539 -1.83750 -1.97286
C 2.36811 -0.32489 -1.98290
C 2.13760 0.30448 -0.59560
N 1.59355 1.64327 -0.89443
C 0.79686 2.40152 -0.09851
O 0.15580 3.35310 -0.52026
C 0.64945 2.01645 1.35433
C -0.59280 2.33560 1.95381
C -0.78555 2.01020 3.25517
Cl -2.30523 2.33866 4.00994
C 0.25858 1.40115 3.99591
C 0.19813 1.02001 5.35216
C 1.29423 0.44884 5.92198
N 2.45988 0.21697 5.26460
C 2.52702 0.56385 4.01295
C 1.45734 1.16456 3.29912
N 1.64009 1.45985 1.98708
C 1.52831 1.84479 -2.34171
C 1.35270 0.42244 -2.86039
N -0.00932 0.00492 -2.58707
C -0.62339 -1.04299 -3.18280
O -0.15376 -1.69596 -4.09348
C -1.97043 -1.37981 -2.52905
C -2.81054 -2.33959 -3.34550
N -1.73217 -1.89655 -1.16806
S -2.01147 -0.95715 0.13977
C -3.68479 -1.29789 0.54484
O -1.16774 -1.46321 1.17910
O -1.93621 0.43153 -0.23232
H 1.33433 -2.17932 -1.55841
H 2.37557 -2.24481 -2.97911
H 3.07890 -2.25911 -1.35411
H 3.36131 -0.03593 -2.34266
H 3.05605 0.37089 -0.01948
H 1.40932 -0.27837 -0.02888
H -1.36132 2.81444 1.36703
H -0.70390 1.18214 5.92458
H 1.27611 0.14655 6.96225
H 3.45809 0.37974 3.48422
H 2.46618 2.25977 -2.72005
H 0.71635 2.52133 -2.59241
H 1.56524 0.33030 -3.92422
H -0.51637 0.50019 -1.86447
H -2.51113 -0.43752 -2.41759
H -3.00104 -1.92610 -4.33493
H -2.29657 -3.29087 -3.47437
H -3.76099 -2.51399 -2.84153
H -0.87343 -2.41720 -1.02984
H -3.92545 -0.69140 1.41607
H -4.30559 -1.01885 -0.30383
H -3.76130 -2.35852 0.76592
```

=====

Density functional theory data (ωB97M-V/def2-TZVPD) for a structure of composition C18H22F6GaN4O9PS4 in a non-equilibrium geometry.

Calculated values
Spin multiplicity: 2
LUMO (alpha / beta): 2.16 / 2.16 eV
Highest occupied orbital energy (alpha / beta): -3.0 / -5.8 eV
Energy: -164729.570 eV
Orbital gap (alpha / beta): 5.16 / 7.98 eV
Net charge: -1
ΔE to the lowest compared entry with this formula, charge and spin: 6.85 kcal per mole

XYZ file:
```
65
C18H22F6GaN4O9PS4 ωB97M-V/def2-TZVPD
Ga -0.51812 0.25536 -0.15174
O -4.03765 1.92815 0.15277
C -3.06169 1.21396 -0.00671
O -1.82366 1.59192 0.23356
C -3.16846 -0.17957 -0.50305
C -4.38356 -0.73386 -0.86527
C -4.46701 -2.05197 -1.24450
C -3.29752 -2.88260 -1.14104
C -3.33459 -4.26136 -1.37586
C -2.21917 -5.06004 -1.20046
C -1.03334 -4.48170 -0.76061
C -0.96679 -3.11910 -0.53055
C -2.07072 -2.29097 -0.74451
N -1.99348 -0.91944 -0.54085
H -5.24763 -0.08406 -0.83256
H -5.40587 -2.49419 -1.55240
H -4.27397 -4.69998 -1.69547
H -2.27507 -6.12494 -1.38817
H -0.15297 -5.09209 -0.60027
H -0.05033 -2.68009 -0.17468
C 3.94639 5.26425 -0.19918
C 3.59911 3.91752 -0.79071
O 3.50959 2.91840 0.23724
P 2.14042 2.46787 0.90954
S 2.49473 1.20034 2.32032
S 0.89504 2.05465 -0.66687
O 1.58364 3.88503 1.43109
C 0.26910 3.97289 2.01115
C 0.35823 4.02187 3.52181
H 4.10246 5.98502 -1.00428
H 4.86137 5.19445 0.39034
H 3.14413 5.62053 0.44649
H 4.38507 3.56647 -1.45770
H 2.66596 3.95252 -1.35437
H -0.35065 3.14583 1.65952
H -0.16736 4.88964 1.61695
H 0.67604 3.06037 3.92413
H -0.61510 4.29195 3.93802
H 1.08633 4.77465 3.82933
F 2.59890 -3.37818 -0.48508
C 2.51211 -2.81553 -1.70304
F 1.64927 -3.52182 -2.41649
F 3.70312 -2.86448 -2.26626
S 1.96251 -1.02378 -1.48071
O 1.39075 -1.04275 -0.11675
O 3.13222 -0.25028 -1.71681
N 0.68431 -0.76564 -2.38287
S 0.88360 -0.79631 -3.98912
O 2.14543 -1.40250 -4.32324
O 0.48754 0.42456 -4.61228
C -0.41830 -2.02730 -4.54713
F -0.97966 -2.67885 -3.54202
F -1.36594 -1.39003 -5.22854
F 0.16161 -2.90863 -5.36015
C -1.47095 0.39299 4.27039
N -0.39674 -0.55068 4.00749
C 0.04375 -0.80368 2.75747
N 1.02533 -1.72164 2.60964
O -0.53140 -0.25554 1.79885
H -1.08726 1.36591 4.57770
H -2.11819 -0.00279 5.05163
H -2.04906 0.52365 3.36034
H 0.11978 -0.92629 4.78254
H 1.61768 -1.90999 3.40007
H 1.49669 -1.68808 1.71391
```

=====

Density functional theory data (ωB97M-V/def2-TZVPD) for a structure of composition C18H22FIrN3O3S in a non-equilibrium geometry.

Calculated values
Spin multiplicity: 2
LUMO (alpha / beta): -8.46 / -8.34 eV
Highest occupied orbital energy (alpha / beta): -15.4 / -15.4 eV
Energy: -46010.071 eV
Orbital gap (alpha / beta): 6.97 / 7.03 eV
Net charge: +2
ΔE to the lowest compared entry with this formula, charge and spin: 9.19 kcal per mole

XYZ file:
```
49
C18H22FIrN3O3S ωB97M-V/def2-TZVPD
Ir -0.77462 -0.32696 -0.54613
N -2.65538 0.57006 0.16120
C -3.78824 -0.38569 0.37478
C -3.36410 -1.49199 1.35077
C -3.23174 -2.87793 0.71193
C -2.23534 -2.96614 -0.43716
N -0.91780 -2.31333 -0.12944
H -2.37850 0.97738 1.05887
H -2.95132 1.35018 -0.42210
H -4.04685 -0.77734 -0.61051
H -4.65710 0.16325 0.73653
H -4.05586 -1.53993 2.18932
H -2.40377 -1.21519 1.80420
H -4.19071 -3.20578 0.30620
H -2.96016 -3.60409 1.47967
H -2.61172 -2.50400 -1.35455
H -2.02356 -4.00870 -0.67582
H -0.18318 -2.77870 -0.66691
H -0.66495 -2.43648 0.86439
F 1.52332 4.98673 -2.81839
C 0.96726 3.79630 -2.74718
C 1.77742 2.67674 -2.91977
C 1.19132 1.43753 -2.84699
C -0.20046 1.31521 -2.61800
C -0.79819 0.00926 -2.57139
C -0.98161 2.48385 -2.44944
C -0.40526 3.72689 -2.51150
H 2.83296 2.80818 -3.11075
H 1.79136 0.54532 -2.95956
H -0.22726 -0.81477 -2.99729
H -1.88369 -0.06132 -2.71964
H -2.05338 2.39891 -2.30815
H -0.97165 4.64098 -2.40399
O 2.42002 -0.55831 -1.15969
C 2.18299 -0.26623 -0.01747
N 0.85971 0.07286 0.39740
S 0.68974 -0.02155 2.08146
O -0.07963 1.09750 2.52404
O 0.17868 -1.34367 2.36883
C 2.40613 0.08474 2.34517
C 3.04815 0.26207 3.55155
C 4.43953 0.19775 3.53166
C 5.13506 -0.04234 2.35106
C 4.46500 -0.21203 1.14421
C 3.08400 -0.14082 1.15000
H 2.50408 0.44115 4.46843
H 4.98661 0.33120 4.45487
H 6.21485 -0.09143 2.37548
H 4.99787 -0.38936 0.21978
```